# 1
ORCA calculation (the ωB97M-V functional and the def2-TZVPD basis) on a structure of composition H12NiO6.

Summary:
DFT total energy: -1966.3983 hartree
HOMO level (alpha / beta): -0.7410 / -0.7371 Ha
HOMO-LUMO gap (alpha / beta): 12.96 / 12.36 eV
Multiplicity: 3
Total charge: +2
Relative energy (zero: lowest compared OMol25 entry of this formula, charge and spin): 30.7 kJ/mol

Each line ends with the Mulliken charge.
Element x y z (Å)
Ni 7.29 -6.69 -28.12  1.0679
O 6.97 -5.24 -29.50  -0.5152
H 6.21 -5.08 -30.10  0.3166
H 7.44 -4.43 -29.40  0.3208
O 6.32 -8.05 -29.43  -0.5616
H 5.60 -7.72 -29.97  0.3433
H 6.12 -8.93 -29.15  0.3260
O 7.55 -8.17 -26.57  -0.5464
H 7.94 -9.03 -26.80  0.3596
H 8.05 -7.93 -25.77  0.3483
O 5.37 -6.49 -27.30  -0.4569
H 4.63 -5.94 -27.51  0.2946
H 5.05 -7.21 -26.79  0.3173
O 9.21 -6.90 -28.66  -0.5261
H 9.75 -7.55 -28.15  0.3472
H 9.82 -6.21 -29.00  0.3422
O 7.87 -5.29 -26.74  -0.3870
H 7.40 -4.79 -26.07  0.2986
H 8.73 -4.90 -26.64  0.3109

# 2
ORCA calculation (the ωB97M-V functional and the def2-TZVPD basis) on a structure of composition C2H5OPS.

Summary:
DFT total energy: -893.8512 hartree
HOMO level: -0.3131 Ha
HOMO-LUMO gap: 8.62 eV
Total charge: 0
Relative energy (zero: lowest compared OMol25 entry of this formula, charge and spin): 319.3 kJ/mol

Each line ends with the Mulliken charge.
Element x y z (Å)
C 1.31 0.60 0.01  -0.6566
C -0.82 -0.39 0.35  -0.0800
O -2.04 -0.90 -0.06  -0.4035
P 0.81 -1.23 -0.20  -0.0415
S -0.40 1.29 -0.16  -0.1147
H 1.66 0.92 0.93  0.4140
H 1.71 1.17 -0.82  0.3144
H -0.71 -0.26 1.93  0.2026
H -2.55 -0.16 -0.38  0.3139
H 1.04 -1.03 -1.61  0.0515

# 3
ORCA calculation (the ωB97M-V functional and the def2-TZVPD basis) on a structure of composition C20H20CaCl5GeINO3PS2.

Summary:
DFT total energy: -7545.9565 hartree
HOMO level: -0.0704 Ha
HOMO-LUMO gap: 5.66 eV
Total charge: -2
Relative energy (zero: lowest compared OMol25 entry of this formula, charge and spin): 118.4 kJ/mol

Each line ends with the Mulliken charge.
Element x y z (Å)
Ca 0.38 -0.48 0.67  1.1044
Cl -3.64 3.78 4.74  -0.3170
C -2.55 3.14 3.52  0.4441
C -2.38 3.81 2.35  -0.6554
C -1.51 3.33 1.36  -0.4458
I -1.30 4.40 -0.40  0.1178
C -0.79 2.15 1.51  1.0011
O 0.02 1.69 0.63  -1.1352
C -1.00 1.43 2.77  0.0365
N -0.31 0.27 2.93  -0.4369
C -0.44 -0.41 4.04  -0.1961
C -1.27 0.01 5.09  -0.7141
C -1.98 1.17 4.96  -0.7449
C -1.86 1.92 3.77  0.6542
H -2.93 4.73 2.19  0.3796
H 0.12 -1.34 4.10  0.1616
H -1.34 -0.59 5.99  0.3952
H -2.63 1.52 5.74  0.3837
C 3.55 -0.80 -5.19  -1.1050
C 3.45 -0.85 -3.68  -0.2472
O 2.50 -1.83 -3.27  -0.2100
P 1.31 -1.33 -2.27  0.3026
S 2.36 -2.06 -0.30  -0.6187
S 0.11 -0.06 -4.37  -0.5597
O 0.38 -2.64 -2.29  0.1607
C -0.46 -3.21 -3.29  -0.1934
C 0.27 -4.32 -4.00  -1.0167
H 4.29 -0.05 -5.48  0.3795
H 2.59 -0.53 -5.62  0.2313
H 3.87 -1.77 -5.57  0.2869
H 3.18 0.13 -3.28  0.1718
H 4.41 -1.13 -3.24  0.2908
H -0.80 -2.43 -3.97  0.1682
H -1.33 -3.59 -2.74  0.2942
H 1.13 -3.93 -4.54  0.1950
H -0.40 -4.80 -4.72  0.3996
H 0.62 -5.07 -3.30  0.2577
Cl 0.66 6.86 -4.52  -0.2841
C 0.26 5.19 -4.16  0.5434
C 1.15 4.43 -3.41  -0.7670
C 0.82 3.11 -3.13  -0.0528
C -0.37 2.54 -3.57  -0.0143
C -0.69 1.11 -3.25  0.0046
C -1.23 3.34 -4.32  -0.2678
C -0.93 4.66 -4.62  -0.7003
H 2.07 4.87 -3.05  0.3480
H 1.50 2.50 -2.54  0.3442
H -0.35 0.91 -2.23  -0.4196
H -1.78 0.98 -3.25  0.4916
H -2.17 2.91 -4.67  0.3589
H -1.61 5.27 -5.20  0.3799
Cl 2.87 -5.50 0.40  -0.5421
Ge 1.08 -3.95 0.36  0.5448
Cl -1.85 -1.68 0.34  -0.6675
Cl 1.31 -3.19 2.65  -0.5199

# 4
ORCA calculation (the ωB97M-V functional and the def2-TZVPD basis) on a structure of composition C3H2I3NO.

Summary:
DFT total energy: -1138.4141 hartree
HOMO level: -0.3088 Ha
HOMO-LUMO gap: 7.79 eV
Total charge: 0
Relative energy (zero: lowest compared OMol25 entry of this formula, charge and spin): 1.2 kJ/mol

Each line ends with the Mulliken charge.
Element x y z (Å)
C -0.26 1.79 -0.09  -0.4979
C 0.87 2.38 0.20  -0.0385
C -0.81 -1.23 1.14  0.5057
N -0.11 -1.26 2.12  -0.3633
O -1.12 -1.34 0.04  -0.3750
I -0.77 1.65 -2.27  0.2020
I 2.47 3.07 -0.98  0.0945
I 1.08 3.03 2.24  0.0651
H -2.05 2.54 -2.31  0.1596
H -0.22 -1.55 3.03  0.2477

# 5
ORCA calculation (the ωB97M-V functional and the def2-TZVPD basis) on a structure of composition C26H19F3N3OsS.

Summary:
DFT total energy: -1954.6950 hartree
HOMO level: -0.4138 Ha
HOMO-LUMO gap: 6.57 eV
Total charge: +1
Relative energy (zero: lowest compared OMol25 entry of this formula, charge and spin): 70.4 kJ/mol

Each line ends with the Mulliken charge.
Element x y z (Å)
Os -0.33 -0.42 0.16  1.1684
N -1.02 1.47 -0.54  -0.3329
C -1.05 2.59 0.38  0.0386
C -0.38 3.76 0.10  -0.4803
C -0.41 4.80 1.02  -0.6348
C -1.13 4.64 2.20  -0.9057
C -1.79 3.45 2.47  -0.7351
C -1.77 2.40 1.56  0.2783
C -2.42 1.09 1.84  0.8550
C -3.60 1.06 2.58  -0.7432
C -4.15 -0.13 3.03  -0.7999
C -3.50 -1.32 2.77  -1.0257
C -2.33 -1.32 2.03  -0.5038
C -1.79 -0.14 1.50  0.1456
H -0.52 1.72 -1.38  0.3413
H -1.99 1.27 -0.80  0.5331
H 0.16 3.88 -0.83  0.4275
H 0.11 5.72 0.82  0.4272
H -1.16 5.44 2.93  0.4338
H -2.32 3.33 3.40  0.5574
H -4.09 2.00 2.82  0.5396
H -5.08 -0.12 3.59  0.4122
H -3.90 -2.26 3.15  0.4806
H -1.82 -2.26 1.85  0.5346
F -2.48 -3.83 -3.19  -0.2188
C -2.70 -4.29 -1.96  0.6206
F -3.77 -3.65 -1.47  -0.1998
F -3.00 -5.59 -2.05  -0.2843
C -1.49 -4.08 -1.08  -0.0972
C -0.88 -5.14 -0.42  -0.2883
C 0.21 -4.90 0.41  -0.9078
C 0.63 -3.60 0.58  0.0826
N 0.05 -2.57 -0.04  -0.3773
C -0.98 -2.80 -0.88  0.5789
S -1.60 -1.29 -1.53  -0.4194
H -1.26 -6.14 -0.57  0.5510
H 0.71 -5.71 0.91  0.4315
H 1.47 -3.37 1.22  0.2734
C 1.36 0.66 0.65  -1.1152
C 1.42 -0.11 1.92  0.2278
C 2.27 -1.22 2.03  -1.0329
C 2.31 -1.96 3.20  -0.3678
C 1.48 -1.61 4.26  0.6151
C 0.66 -0.49 4.19  -0.9718
C 0.65 0.26 3.03  0.4001
C 1.46 -2.44 5.44  -0.1590
N 1.43 -3.10 6.38  -0.4270
H 2.21 0.50 -0.02  0.6097
H 1.16 1.72 0.78  0.3400
H 2.93 -1.47 1.21  0.4814
H 2.99 -2.80 3.30  0.5818
H 0.05 -0.21 5.04  0.5532
H 0.05 1.16 2.98  0.5073

> Which of these has the highest DFT total energy?

C2H5OPS

> relative energy (zero: lowest compared OMol25 entry of this formula, charge and spin) of number 1 (H12NiO6)?

30.7 kJ/mol